1.
{
  "formula": "C40H55FN10O2PS2",
  "method": "wB97M-V/def2-TZVPD",
  "de_lowest_kj_mol": 134.3,
  "orbital_gap_ha": 0.2486,
  "total_charge": -1,
  "multiplicity": 1,
  "lumo_ha": 0.0514,
  "species": ["C", "C", "S", "C", "P", "C", "F", "C", "C", "O", "N", "C", "S", "O", "C", "N", "H", "H", "H", "H", "H", "H", "H", "H", "H", "H", "H", "H", "H", "H", "H", "N", "C", "C", "C", "C", "H", "H", "H", "H", "H", "N", "C", "C", "C", "C", "H", "H", "H", "H", "H", "N", "C", "C", "C", "C", "H", "H", "H", "H", "H", "N", "C", "C", "C", "C", "H", "H", "H", "H", "H", "N", "C", "C", "C", "C", "H", "H", "H", "H", "H", "N", "C", "C", "C", "C", "H", "H", "H", "H", "H", "N", "C", "C", "C", "C", "H", "H", "H", "H", "H", "N", "C", "C", "C", "C", "H", "H", "H", "H", "H"],
  "coordinates": [[2.530141, 0.582242, 2.452990], [1.604128, 0.777569, 1.182844], [0.187288, 1.931729, 1.473075], [-1.342214, 0.831972, 1.461788], [-2.159935, 0.749220, 3.218940], [-3.108903, 0.814993, 4.857874], [-3.510362, -0.127838, 2.547498], [-1.326832, -0.923084, 3.575442], [-1.924057, -2.147570, 2.736617], [-0.954815, -3.240643, 2.902198], [-2.960647, 2.381752, 2.808422], [-4.039885, 2.223414, 2.306182], [-5.616601, 2.223798, 1.874349], [-0.797441, 1.695368, 3.852796], [-0.437860, 1.331212, 5.077382], [0.064864, 0.873895, 6.011082], [1.934106, 0.164962, 3.307766], [3.345797, -0.175851, 2.238156], [3.047696, 1.545811, 2.722055], [2.215244, 1.137458, 0.308919], [1.186949, -0.229491, 0.905076], [-2.003784, 1.320570, 0.694100], [-0.959188, -0.153590, 1.095926], [-3.111896, 1.836063, 5.346974], [-4.196557, 0.630671, 4.598216], [-2.838174, 0.026993, 5.605543], [-1.351124, -1.263557, 4.642815], [-0.237444, -0.832727, 3.276024], [-2.877390, -2.513882, 3.194504], [-1.994938, -1.931650, 1.643938], [-0.416919, -2.985239, 3.674523], [5.464770, 3.031392, -1.295884], [4.386627, 3.635272, -0.700164], [4.518417, 3.493456, 0.655239], [5.723343, 2.782161, 0.891593], [6.286907, 2.513517, -0.329574], [5.627040, 2.978035, -2.286522], [3.621190, 4.110862, -1.293500], [3.826350, 3.860522, 1.397129], [6.131163, 2.499676, 1.849492], [7.197232, 1.999412, -0.594608], [2.132955, 2.377775, -3.350529], [1.901603, 1.388178, -4.267555], [0.727500, 1.675788, -4.913522], [0.233024, 2.889166, -4.368858], [1.122534, 3.299201, -3.409248], [2.924086, 2.420592, -2.730067], [2.591568, 0.566213, -4.379017], [0.273705, 1.081747, -5.691312], [-0.672745, 3.403461, -4.649200], [1.123405, 4.163233, -2.764133], [5.236031, -1.096890, -3.081578], [4.523150, -1.896966, -2.228641], [4.819457, -3.201045, -2.527306], [5.750514, -3.188835, -3.597741], [5.990285, -1.876742, -3.916437], [5.209508, -0.092034, -3.092325], [3.867995, -1.469232, -1.486347], [4.413720, -4.069501, -2.031017], [6.195629, -4.046558, -4.080017], [6.628967, -1.431950, -4.662763], [-5.188906, 1.295263, -1.313292], [-4.967192, -0.042060, -1.477888], [-4.760176, -0.277156, -2.815214], [-4.855629, 0.970085, -3.481876], [-5.117958, 1.921445, -2.527855], [-5.375888, 1.751586, -0.427561], [-4.976708, -0.710854, -0.631806], [-4.560985, -1.238289, -3.263234], [-4.743949, 1.150696, -4.540259], [-5.260092, 2.987475, -2.608849], [8.066755, -4.166575, -0.761123], [7.687975, -2.869684, -0.549717], [7.891393, -2.579967, 0.774966], [8.419261, -3.747019, 1.386255], [8.518651, -4.707809, 0.413236], [8.020795, -4.647270, -1.642535], [7.305812, -2.267559, -1.358625], [7.685099, -1.634695, 1.252484], [8.695198, -3.867955, 2.422244], [8.869208, -5.726747, 0.454055], [-7.840915, 3.646058, -2.585227], [-7.720043, 3.702070, -3.946235], [-8.806381, 4.379028, -4.440293], [-9.611213, 4.750385, -3.333071], [-8.987937, 4.286468, -2.202694], [-7.187734, 3.202861, -1.962236], [-6.874860, 3.255302, -4.444285], [-9.000648, 4.585353, -5.481415], [-10.541583, 5.296338, -3.361491], [-9.261269, 4.355464, -1.161904], [-4.411608, 0.529495, 8.247554], [-4.518045, 1.284357, 9.383639], [-5.785370, 1.807933, 9.426116], [-6.471077, 1.346130, 8.272997], [-5.597912, 0.557755, 7.568065], [-3.588025, 0.030456, 7.956725], [-3.684842, 1.384653, 10.060592], [-6.176728, 2.450490, 10.199638], [-7.489206, 1.566504, 7.992122], [-5.717230, 0.016931, 6.643065], [2.978569, -5.492497, -4.669481], [1.899120, -5.174005, -5.446965], [1.231720, -6.335613, -5.741237], [1.932556, -7.395786, -5.112016], [3.003457, -6.844149, -4.456343], [3.650868, -4.833495, -4.308548], [1.700500, -4.151106, -5.724009], [0.338326, -6.414852, -6.340751], [1.679963, -8.444459, -5.136313], [3.779700, -7.295414, -3.859020]],
  "forces_ev_per_angstrom": [[0.1109, -0.2090, -0.4823], [0.3951, -0.8309, 0.3310], [0.2739, -0.6032, -1.2455], [0.8489, 0.7382, -0.3679], [-0.1077, -2.3843, 0.0932], [-1.6007, 0.5317, 0.4979], [0.7237, 0.5377, -0.1078], [0.2096, -1.1197, -0.8407], [1.2186, 0.2118, 1.1942], [-0.1513, 0.5539, 0.1521], [-1.7618, -0.3721, -1.3186], [-0.4904, 1.5063, 0.8143], [1.0534, -0.0279, 0.0820], [0.1751, -0.5896, 3.8760], [0.1283, 0.2605, -3.1036], [-0.1817, 0.2678, 0.6438], [0.5332, 0.6955, -0.6589], [-0.8410, 0.8037, 0.0548], [-0.7091, -0.9465, -0.0574], [-0.6203, -0.1989, 0.8378], [0.3053, 0.9524, 0.1465], [0.4660, -0.8078, 0.8696], [-0.6675, 0.7528, 0.3618], [0.3189, -1.1267, -0.4950], [1.1952, 0.1844, 0.2012], [0.0906, 0.7181, -0.7206], [0.0257, 0.5597, -0.7726], [-1.0322, -0.0920, 0.3026], [0.5753, 0.6296, -0.7379], [-0.2024, -0.2425, 1.0044], [-0.3332, -0.3014, -0.5584], [-0.0145, -0.0637, -0.0321], [-0.1219, -0.0082, -0.0935], [-0.1093, 0.0644, -0.0128], [0.1386, -0.0561, -0.0907], [0.0466, -0.0952, 0.0244], [0.0513, 0.1213, 0.1092], [0.0308, 0.0428, 0.0875], [0.0141, -0.0350, -0.0570], [-0.0300, 0.0099, -0.0578], [-0.0476, 0.0182, 0.0460], [0.0700, 0.0496, -0.0803], [0.0789, -0.1003, -0.0176], [0.1015, -0.0848, -0.0498], [0.0409, 0.1462, 0.0621], [0.0013, 0.0592, 0.0268], [-0.2035, -0.0336, 0.0488], [-0.0893, -0.0084, 0.0000], [0.0184, 0.0202, 0.0626], [0.0401, -0.0434, 0.0481], [-0.0678, -0.0765, -0.0046], [0.0534, -0.2204, 0.0583], [-0.1395, 0.1071, 0.0242], [-0.1665, -0.0164, 0.0902], [0.1056, -0.0315, -0.1226], [0.0791, 0.1480, -0.1141], [0.0033, -0.1042, 0.0471], [0.0300, -0.0590, -0.0273], [0.0319, 0.0788, 0.0513], [0.0050, 0.0605, -0.0072], [-0.0403, -0.0596, 0.0229], [0.0027, 0.0220, -0.2419], [-0.0705, 0.0543, 0.0473], [0.0093, -0.1091, 0.0854], [-0.0254, 0.1421, -0.1225], [0.0166, -0.0829, 0.1038], [0.1654, -0.1407, 0.0891], [0.0216, 0.0534, -0.0285], [0.0063, 0.0527, 0.0317], [0.0089, -0.0071, 0.0525], [0.1977, -0.0351, -0.0358], [0.0604, 0.0425, 0.0665], [-0.0242, 0.1166, -0.0488], [-0.0035, 0.0841, -0.1187], [0.0716, -0.1457, 0.0221], [0.0020, -0.0800, 0.0081], [-0.0307, 0.0887, 0.0775], [-0.0228, -0.0456, 0.0574], [-0.0073, -0.0550, -0.0318], [-0.0235, -0.0046, -0.0596], [-0.0301, 0.0585, 0.0312], [-0.2128, 0.2109, -0.0577], [0.0561, -0.0463, 0.0086], [0.1178, -0.0321, -0.0801], [-0.0896, 0.0434, 0.1358], [0.0283, -0.0478, 0.0512], [-0.1064, -0.0653, -0.0892], [-0.0844, -0.0161, 0.0192], [0.0238, -0.0158, 0.0537], [0.0503, -0.0306, 0.0138], [-0.0011, -0.0005, -0.0666], [-0.1290, -0.0096, 0.0990], [0.0759, -0.0011, 0.0119], [0.0987, 0.0077, 0.1209], [-0.0458, -0.0870, -0.0954], [0.0259, -0.0544, -0.0693], [-0.0549, 0.1180, -0.0283], [-0.0519, 0.0288, -0.0434], [0.0345, -0.0293, -0.0408], [0.0657, -0.0129, -0.0039], [0.0027, 0.0801, 0.0291], [-0.0102, -0.0425, 0.0033], [0.0536, 0.0587, -0.0318], [-0.0423, 0.1378, -0.0554], [0.0998, -0.1060, 0.0737], [0.0809, 0.0213, -0.0018], [-0.1492, -0.0106, -0.0300], [-0.0136, -0.0655, 0.0172], [0.0428, 0.0165, 0.0475], [0.0129, 0.0606, 0.0176], [-0.0618, -0.0012, -0.0319]]
}

***

2.
{
  "formula": "C15H12N13ReS",
  "method": "wB97M-V/def2-TZVPD",
  "de_lowest_kj_mol": 0.0,
  "orbital_gap_ha": [0.2338, 0.2423],
  "total_charge": 1,
  "multiplicity": 2,
  "lumo_ha": [-0.2079, -0.1998],
  "species": ["Re", "N", "C", "S", "N", "N", "C", "C", "C", "C", "C", "C", "C", "C", "C", "C", "C", "C", "N", "H", "H", "H", "H", "H", "H", "H", "H", "H", "H", "H", "N", "C", "N", "N", "N", "N", "C", "N", "N", "N", "N", "H"],
  "coordinates": [[-0.411049, 0.235995, 0.585327], [-1.873881, 0.476468, -3.558674], [-1.536414, 0.112143, -2.320297], [-0.953572, 1.423079, -1.263837], [-1.683124, -1.112377, -1.928477], [-1.305848, -1.295259, -0.626353], [-1.557680, -2.449848, -0.096286], [-2.104406, -3.617067, -0.802884], [-3.262233, -4.234177, -0.331832], [-3.768277, -5.343557, -0.990035], [-3.107135, -5.848463, -2.100735], [-1.947243, -5.240468, -2.563042], [-1.448010, -4.118535, -1.924812], [-1.273368, -2.490376, 1.344225], [-1.291055, -3.631938, 2.122277], [-0.979281, -3.535587, 3.471332], [-0.664121, -2.300876, 4.018460], [-0.648512, -1.193943, 3.195328], [-0.940603, -1.290495, 1.886224], [-1.799435, 1.428058, -3.870890], [-2.264659, -0.214555, -4.178869], [-3.782896, -3.834774, 0.530509], [-4.676640, -5.811800, -0.636785], [-3.496599, -6.720423, -2.608537], [-1.432042, -5.640952, -3.425324], [-0.546269, -3.638465, -2.280391], [-1.528733, -4.580929, 1.665118], [-0.977265, -4.422664, 4.089715], [-0.425808, -2.186751, 5.065579], [-0.400072, -0.207472, 3.564676], [2.774496, 1.119940, 1.491332], [2.578569, -0.053235, 0.835085], [3.510220, -0.925518, 0.571598], [2.863728, -1.947073, -0.058768], [1.625199, -1.738930, -0.168125], [1.358621, -0.496427, 0.393403], [1.769705, 1.966490, 1.863509], [1.909566, 3.074169, 2.528562], [0.629595, 3.548006, 2.664697], [-0.218233, 2.789067, 2.121512], [0.462447, 1.715045, 1.568754], [3.721531, 1.354891, 1.754272]],
  "forces_ev_per_angstrom": [[0.2748, -0.0657, -0.1426], [-0.0056, -0.0391, -0.0010], [0.0354, -0.1450, -0.0761], [-0.3191, 0.1211, 0.1846], [0.1808, 0.1425, 0.0192], [-0.1596, -0.1147, -0.0428], [-0.0277, 0.0657, 0.1662], [-0.0024, 0.0034, -0.0157], [-0.0045, 0.0033, -0.0321], [0.0100, 0.0049, -0.0047], [-0.0038, -0.0087, -0.0008], [-0.0017, -0.0016, -0.0027], [0.0103, -0.0146, 0.0178], [0.1163, 0.0061, -0.1198], [-0.0099, 0.0212, 0.0287], [0.0001, 0.0164, -0.0257], [-0.0115, 0.0299, -0.0096], [-0.0736, -0.0135, 0.0465], [-0.2485, 0.0687, 0.0307], [0.0127, 0.0022, 0.0142], [0.0082, 0.0046, -0.0114], [0.0022, 0.0048, 0.0062], [-0.0034, -0.0042, 0.0016], [-0.0045, -0.0031, -0.0019], [0.0022, -0.0007, -0.0026], [0.0026, 0.0100, 0.0024], [-0.0115, 0.0032, -0.0088], [-0.0047, -0.0036, 0.0051], [0.0085, -0.0075, 0.0014], [-0.0021, -0.0015, 0.0130], [-0.0287, 0.0587, -0.0159], [-0.0284, 0.0623, -0.0405], [-0.0531, -0.0111, -0.0504], [0.1621, -0.0176, 0.0519], [-0.1676, 0.0841, -0.0191], [0.3034, -0.2694, -0.0435], [0.0484, -0.1487, -0.1097], [-0.1624, 0.0630, -0.0162], [0.2650, 0.0615, 0.1068], [-0.1311, -0.1896, -0.1288], [0.0262, 0.2141, 0.2090], [-0.0033, 0.0083, 0.0170]]
}

***

3.
{
  "formula": "C2H4NO2",
  "method": "wB97M-V/def2-TZVPD",
  "de_lowest_kj_mol": 486.8,
  "orbital_gap_ha": 0.4062,
  "total_charge": 1,
  "multiplicity": 1,
  "lumo_ha": -0.2652,
  "species": ["C", "C", "N", "O", "O", "H", "H", "H", "H"],
  "coordinates": [[-0.111725, -0.718621, -0.065229], [-0.689072, 0.678848, 0.044706], [1.117313, -0.119087, -0.015916], [2.197515, -0.597927, 0.010796], [0.740972, 1.130736, -0.076454], [-0.531210, -1.415594, 0.851955], [-0.388722, -1.291526, -0.875524], [-1.149253, 1.285469, -0.803775], [-1.185822, 1.047699, 0.929442]],
  "forces_ev_per_angstrom": [[-5.8532, -1.7078, 4.4018], [-0.9245, 2.6599, -2.4885], [4.4593, -1.4493, -0.1932], [-1.2636, 1.6349, -0.0521], [0.8919, 0.3517, 1.1310], [1.9626, 1.6203, -1.8236], [0.1399, -1.0701, -2.3223], [0.1463, -1.7120, 0.6766], [0.4413, -0.3276, 0.6703]]
}

***

Number 1: calculated total energy -95044.0466 eV, F_max 3.9 eV/A. Number 2: calculated total energy -48078.3957 eV, F_max 0.4 eV/A. Number 3: calculated total energy -7710.9113 eV, F_max 7.5 eV/A.